Record 1
Molecular formula: C38H59BBr2GeN8O5PSY
Method: DFT, ωB97M-V/def2-TZVPD

Each line ends with the Löwdin charge.
CARTESIAN COORDINATES (ANGSTROEM)
Y1 -1.5985 0.5227 -0.4384  1.504
C1 -6.2107 0.0210 -0.8842  -0.064
C2 -5.2397 0.7105 -0.1070  -0.166
N1 -4.2179 1.1099 -0.9052  0.001
N2 -4.5460 0.6922 -2.2227  -0.044
C3 -5.7590 0.1100 -2.2330  -0.083
B1 -3.6964 1.1070 -3.4637  -0.483
N3 -2.9452 2.5163 -3.0663  -0.005
C4 -2.9303 3.6889 -3.6999  -0.109
C5 -1.7928 4.4001 -3.3103  -0.081
C6 -1.0818 3.5541 -2.4148  -0.159
N4 -1.7286 2.3880 -2.2661  -0.040
N5 -2.6755 -0.0131 -3.7700  -0.023
C7 -2.7191 -0.8760 -4.8265  -0.060
C8 -1.5001 -1.6186 -4.8237  -0.081
C9 -0.7444 -1.1125 -3.7678  -0.168
N6 -1.4172 -0.1426 -3.0915  0.003
H1 -7.1350 -0.4022 -0.5434  0.074
H2 -5.2203 0.9166 0.9684  0.079
H3 -6.1766 -0.3245 -3.1716  0.130
H4 -4.3384 1.3603 -4.4950  0.114
H5 -3.7056 3.9927 -4.3893  0.120
H6 -1.5392 5.4221 -3.5763  0.084
H7 -0.0670 3.6571 -1.9646  0.109
H8 -3.6063 -0.9541 -5.5179  0.136
H9 -1.1688 -2.3022 -5.5736  0.078
H10 0.2627 -1.3693 -3.4514  0.095
C10 2.3046 1.0956 3.2188  -0.037
C11 1.3977 2.2740 3.1106  -0.375
C12 1.8741 3.5043 3.6326  -0.019
C13 1.0700 4.6038 3.4844  -0.047
C14 -0.1657 4.4676 2.8470  -0.212
C15 -1.0444 5.5376 2.6236  -0.652
Br1 -0.5973 7.3043 3.0463  0.763
C16 -2.3738 5.2593 2.2007  -0.191
C17 -2.8126 3.9814 2.0926  -0.662
Br2 -4.6217 3.6430 2.2159  0.820
C18 -1.8756 2.8880 1.9011  -0.321
O1 -2.1671 1.7785 1.2361  -0.270
C19 -0.5415 3.1345 2.4296  -0.146
N7 0.3048 2.0964 2.4588  0.167
H11 2.7366 1.0874 4.2534  0.092
H12 3.0964 1.2244 2.4394  0.076
H13 1.7110 0.2222 2.9933  0.070
H14 2.8089 3.4514 4.1992  0.114
H15 1.4072 5.5443 3.9616  0.095
H16 -3.0811 6.0782 2.0345  0.099
C20 -1.1274 -0.9763 6.8472  -0.446
S1 -2.0544 -0.5503 5.3585  0.729
C21 -3.6080 0.0409 6.1785  -0.370
H17 -1.0623 -0.1363 7.4996  0.010
H18 -0.0775 -1.2117 6.5274  0.041
H19 -1.5661 -1.8978 7.3250  0.051
H20 -4.2711 -0.8141 6.3397  0.031
H21 -4.0884 0.7270 5.5296  0.006
H22 -3.3579 0.5400 7.1238  0.036
N8 0.7668 0.7493 -0.8618  0.056
C22 1.8544 0.5945 -1.2959  -0.228
C23 8.1662 -1.2809 0.8909  -0.115
C24 7.0505 -1.3873 -0.1304  -0.270
C25 6.4071 -0.0782 -0.5934  -0.276
C26 4.9005 0.1221 -0.2315  -0.302
Ge1 3.6927 0.6190 -1.7324  0.879
C27 4.0209 2.5035 -2.2665  -0.317
C28 5.2547 2.8505 -3.1175  -0.297
C29 5.1007 2.6121 -4.6213  -0.309
C30 6.0782 3.4387 -5.4349  -0.136
H23 8.3592 -2.2210 1.4153  0.073
H24 7.9583 -0.5301 1.6706  0.078
H25 9.0802 -0.8919 0.5026  0.058
H26 6.3210 -2.1373 0.2102  0.104
H27 7.4291 -1.8302 -1.0612  0.103
H28 6.5732 0.0255 -1.6757  0.085
H29 6.9084 0.8064 -0.2099  0.101
H30 4.7804 1.0101 0.4498  0.066
H31 4.4540 -0.8097 0.2075  0.071
H32 3.8669 -0.2841 -2.9647  -0.009
H33 3.9809 3.1456 -1.3527  0.080
H34 3.1116 2.7205 -2.9041  0.072
H35 6.1750 2.3351 -2.7649  0.103
H36 5.5298 3.9160 -3.0171  0.108
H37 4.0749 2.8360 -4.9846  0.109
H38 5.1165 1.5290 -4.8881  0.109
H39 5.9702 4.5364 -5.3010  0.078
H40 5.9222 3.2197 -6.5186  0.078
H41 7.1511 3.2040 -5.1720  0.087
C31 -4.1139 -4.5839 1.8999  -0.014
C32 -3.1932 -3.4805 2.3749  -0.627
C33 -2.3994 -3.9824 3.5461  -0.033
C34 -3.8642 -2.1629 2.6193  -0.038
O2 -2.1780 -3.2852 1.3456  -0.169
P1 -1.7809 -2.2845 0.1703  0.286
O3 -2.8729 -1.3084 -0.2505  -0.377
O4 -0.5538 -1.4177 0.5348  -0.381
O5 -1.4978 -3.2760 -1.0247  -0.158
C35 -0.7496 -4.6030 -1.1251  -0.550
C36 -0.2094 -4.5898 -2.5588  -0.034
C37 -1.7405 -5.7032 -1.1008  -0.030
C38 0.3602 -4.6424 -0.0961  -0.018
H42 -4.8537 -4.8104 2.6830  0.102
H43 -3.4008 -5.3835 1.6436  0.082
H44 -4.6144 -4.2528 1.0249  0.080
H45 -3.0639 -4.4498 4.2899  0.097
H46 -1.8553 -3.2097 4.0785  0.052
H47 -1.6981 -4.7450 3.1621  0.095
H48 -4.7217 -2.2254 3.3400  0.111
H49 -4.2515 -1.7790 1.6677  0.070
H50 -3.1570 -1.4075 3.0084  0.049
H51 -1.0051 -4.4705 -3.2987  0.088
H52 0.2933 -5.5333 -2.7499  0.093
H53 0.4709 -3.7990 -2.7218  0.056
H54 -2.3967 -5.6227 -1.9637  0.097
H55 -2.3552 -5.7339 -0.2080  0.070
H56 -1.2645 -6.6495 -1.1675  0.084
H57 1.1223 -3.8856 -0.3755  0.099
H58 0.8388 -5.6058 0.0206  0.087
H59 -0.0694 -4.3921 0.8819  0.076

Cartesian forces (eV/Å) of the 2 atoms listed first:
-1.43 0.70 -0.28
0.73 0.91 -0.97

Computed properties:
Energy   -10325.60376 hartree
Kohn-Sham gap   7.2 eV



Record 2
Molecular formula: C2H10N4
Method: DFT, ωB97M-V/def2-TZVPD

Each line ends with the natural charge from an NBO analysis.
CARTESIAN COORDINATES (ANGSTROEM)
N1 1.4614 0.7457 -0.8943  -0.860
C1 1.7748 1.5324 0.4210  -0.059
N2 0.9733 1.0018 1.5504  -0.820
H1 2.1547 1.0257 -1.5928  0.354
H2 0.5267 1.0001 -1.1461  0.341
H3 2.7725 1.2448 0.6096  0.166
H4 1.7283 2.5742 0.4419  0.161
H5 0.9263 -0.0092 1.3826  0.379
H6 0.0179 1.3421 1.3743  0.335
N3 -2.2359 -0.7837 -1.0683  -0.842
C2 -1.7338 -1.7861 -0.2078  0.290
N4 -1.0510 -1.7184 0.9220  -0.741
H7 -2.3766 -0.8062 -2.0211  0.405
H8 -2.1519 0.1613 -0.6199  0.388
H9 -2.0653 -2.8927 -0.4129  0.144
H10 -0.7214 -2.6316 1.2614  0.359

Cartesian forces (eV/Å) of the 2 atoms listed first:
1.01 1.47 2.13
-0.85 -3.74 -0.32

Computed properties:
Energy   -301.16631 hartree
Kohn-Sham gap   10.1 eV
SMILES string   [H]/N=C/N.NCN



Record 3
Molecular formula: C12H48N24O12
Method: DFT, ωB97M-V/def2-TZVPD

Each line ends with the Löwdin charge.
CARTESIAN COORDINATES (ANGSTROEM)
C1 -3.4317 -10.0069 3.3345  -0.792
O1 -4.3362 -9.6362 4.1007  0.006
N1 -3.0736 -9.3020 2.3236  0.150
N2 -2.8960 -11.1813 3.2658  0.160
H1 -2.3581 -9.4912 1.6363  0.113
H2 -3.3599 -8.3377 2.2324  0.118
H3 -3.4101 -11.8352 3.8388  0.125
H4 -2.0206 -11.3455 2.7896  0.118
C2 -2.4073 2.4531 7.9046  -0.768
O2 -1.7391 2.0716 6.9163  -0.010
N3 -3.1732 3.4682 7.8616  0.159
N4 -2.3881 1.9099 9.1104  0.157
H5 -2.9307 4.2902 7.3271  0.129
H6 -3.5646 3.6704 8.7704  0.107
H7 -1.7252 1.1498 9.1640  0.118
H8 -2.6444 2.4358 9.9338  0.109
C3 6.1673 -2.9726 -2.9797  -0.794
O3 7.3194 -3.1064 -3.3794  0.021
N5 5.5026 -4.0224 -2.6711  0.139
N6 5.5642 -1.8536 -2.6239  0.168
H9 4.9160 -4.1037 -1.8530  0.114
H10 5.6697 -4.8569 -3.2149  0.122
H11 6.0055 -1.0350 -3.0180  0.121
H12 4.6102 -2.0381 -2.3484  0.110
C4 -5.5617 -3.1347 7.2394  -0.975
O4 -5.6922 -2.8128 8.3185  0.128
N7 -4.5554 -3.7398 6.8533  0.180
N8 -6.3211 -2.7576 6.2948  0.175
H13 -4.0921 -4.2694 7.5778  0.135
H14 -4.4012 -4.0247 5.8967  0.119
H15 -7.2797 -2.5146 6.5000  0.126
H16 -6.0136 -2.8003 5.3337  0.112
C5 6.2224 4.5335 -0.1237  -0.703
O5 6.3570 4.4463 -1.3670  -0.008
N9 7.2095 4.1252 0.6509  0.132
N10 5.3682 5.2556 0.6142  0.144
H17 7.0434 4.0568 1.6448  0.100
H18 8.0141 3.6201 0.3080  0.117
H19 4.5363 5.6008 0.1573  0.112
H20 5.5524 5.5143 1.5730  0.105
C6 0.0548 -0.0519 -0.4401  -0.753
O6 0.2829 -0.1503 -1.6607  0.002
N11 -0.0863 1.1200 0.1774  0.141
N12 -0.2616 -0.9807 0.3973  0.152
H21 -0.0367 1.9065 -0.4543  0.117
H22 -0.2997 1.1337 1.1645  0.104
H23 -0.4697 -1.8603 -0.0533  0.124
H24 -0.6519 -0.7384 1.2968  0.113
C7 5.0733 1.4962 -8.1381  -0.844
O7 4.1764 0.9938 -8.7845  0.037
N13 4.8748 2.0680 -6.9752  0.151
N14 6.2400 1.6174 -8.5517  0.178
H25 4.3789 1.5596 -6.2572  0.122
H26 5.5883 2.7403 -6.7323  0.101
H27 6.5715 0.9050 -9.1863  0.140
H28 6.8034 2.0484 -7.8328  0.116
C8 -1.6735 10.5718 -0.1534  -0.871
O8 -1.4946 11.5728 0.4903  0.029
N15 -1.5964 10.5942 -1.4266  0.179
N16 -1.8151 9.4574 0.4319  0.177
H29 -1.5227 11.3933 -2.0397  0.133
H30 -1.5451 9.6473 -1.7743  0.106
H31 -1.8712 9.4044 1.4390  0.135
H32 -1.8765 8.6899 -0.2218  0.111
C9 -0.5732 6.0523 -5.7251  -0.807
O9 -0.1433 5.6457 -4.6475  0.013
N17 0.2142 6.5727 -6.6096  0.159
N18 -1.7800 5.9282 -6.1488  0.164
H33 -0.0545 6.8987 -7.5270  0.114
H34 1.0993 6.8642 -6.2202  0.123
H35 -2.0061 6.0815 -7.1212  0.113
H36 -2.4655 5.3875 -5.6411  0.121
C10 3.1464 -6.7497 4.7774  -0.748
O10 3.1840 -7.7764 5.5237  -0.026
N19 2.0914 -6.0114 4.7694  0.158
N20 4.0092 -6.6305 3.7892  0.152
H37 1.4265 -6.2627 5.4869  0.123
H38 1.7985 -5.7323 3.8439  0.116
H39 4.6487 -7.4086 3.8634  0.115
H40 4.3778 -5.7034 3.6320  0.110
C11 -0.2467 -6.9190 -3.9468  -0.821
O11 -0.0825 -6.9241 -2.7367  0.028
N21 -0.3932 -5.8794 -4.6554  0.163
N22 -0.1858 -7.9363 -4.7625  0.149
H41 -0.0707 -4.9783 -4.3326  0.134
H42 -0.4760 -6.1139 -5.6343  0.111
H43 -0.1045 -8.7566 -4.1788  0.121
H44 -0.6145 -7.8859 -5.6756  0.114
C12 -6.8684 4.6545 -1.0323  -0.725
O12 -7.6252 5.4450 -0.4426  -0.006
N23 -7.2102 4.2338 -2.2560  0.144
N24 -5.6038 4.4977 -0.6868  0.154
H45 -8.1992 4.2530 -2.4598  0.113
H46 -6.5858 3.6289 -2.7702  0.098
H47 -4.9189 4.0191 -1.2542  0.106
H48 -5.3139 4.9443 0.1714  0.116

Cartesian forces (eV/Å) of the 2 atoms listed first:
-3.55 1.38 1.78
0.95 -0.65 -0.05

Computed properties:
Energy   -2703.16415 hartree
Kohn-Sham gap   9.2 eV
SMILES string   NC(N)=O.NC(N)=O.NC(N)=O.NC(N)=O.NC(N)=O.NC(N)=O.NC(N)=O.NC(N)=O.NC(N)=O.NC(N)=O.NC(N)=O.NC(N)=O



Record 4
Molecular formula: HNP4
Method: DFT, ωB97M-V/def2-TZVPD

Each line ends with the natural charge from an NBO analysis.
CARTESIAN COORDINATES (ANGSTROEM)
N1 1.9558 0.8586 -0.0366  -0.919
P1 -0.3825 1.9080 0.0971  0.203
P2 1.9344 -0.6757 0.1686  0.770
P3 0.0082 -1.6152 0.0009  -0.247
P4 -1.1281 0.0486 0.0964  0.093
H1 -2.3878 -0.5243 -0.3264  0.101

Cartesian forces (eV/Å) of the 2 atoms listed first:
-2.62 1.57 0.52
1.72 -0.63 -0.32

Computed properties:
Energy   -1420.62455 hartree
Kohn-Sham gap (spin up / spin down)   6.6 / 6.6 eV
SMILES string   N#P=P[PH]#P



Results for relative energy (zero: lowest compared OMol25 entry of this formula, charge and spin): 44.1 38.8 311.8 71.4 (in kcal/mol, following the order of the records).